{"formula": "C3H7N3S", "method": "ωB97M-V with the def2-TZVPD basis set", "e_tot_ev": -18525.559, "e_above_lowest_kj_mol": 473.9, "smiles": "C=NS/C=N/NC", "largest_force_ev_per_a": 5.6, "total_charge": 0, "multiplicity": 1, "lumo_energy_ev": 0.78, "homo_lumo_gap_ha": 0.313, "species": ["C", "C", "C", "H", "H", "H", "H", "H", "H", "H", "N", "N", "N", "S"], "coordinates": [[-3.2740, -0.0298, 0.1683], [0.2713, -0.3049, -0.2848], [4.0514, 0.1942, 0.1125], [-3.4316, -1.1442, 0.1436], [-4.1260, 0.3302, -0.4713], [-3.6371, 0.2410, 1.2010], [-1.3951, 1.0726, -0.4451], [0.1946, 0.7865, -0.4853], [4.5907, 1.0647, 0.1455], [4.6484, -0.6418, 0.6010], [-1.7565, 0.0329, -0.3330], [-0.7801, -0.9507, -0.0473], [2.8085, 0.3398, -0.1592], [1.8355, -0.9904, -0.1458]], "forces_ev_per_angstrom": [[0.8134, -2.8482, 0.0298], [1.7912, 0.6954, 0.4784], [-0.9257, -1.5757, 1.3416], [0.0335, 0.9194, 0.1001], [1.7388, 0.2419, -0.2921], [1.4677, 0.2495, -0.6126], [-1.0568, -3.0362, 0.5882], [0.9717, -0.7221, -0.0659], [1.3414, 2.2490, -0.3552], [-1.3367, 0.1983, -1.0377], [-4.7013, 2.9635, 0.0781], [-1.5710, 2.3452, -0.2630], [1.0688, 0.1076, -0.0807], [0.3650, -1.7875, 0.0910]]}

---

{"formula": "C3H7N3S", "method": "ωB97M-V with the def2-TZVPD basis set", "e_tot_ev": -18526.714, "e_above_lowest_kj_mol": 362.4, "largest_force_ev_per_a": 3.3, "total_charge": 0, "multiplicity": 1, "lumo_energy_ev": 0.43, "homo_lumo_gap_ha": 0.312, "species": ["C", "C", "C", "N", "N", "N", "S", "H", "H", "H", "H", "H", "H", "H"], "coordinates": [[-0.0504, -0.8200, 0.2278], [-2.8745, 0.8621, -0.0431], [2.3885, -0.5551, -0.1232], [-0.4818, 0.3328, 0.6238], [-1.8445, 0.0142, 0.6040], [1.1995, -1.4029, 0.1441], [-1.5959, -1.5218, -0.1812], [-2.3648, 1.2980, -0.9386], [-3.7699, 0.1360, -0.2850], [-3.1131, 1.4410, 0.8480], [3.2545, -0.8844, 0.5427], [2.6140, -0.7715, -1.1802], [2.0018, 0.5511, 0.1052], [1.1936, -2.1510, -0.4442]], "forces_ev_per_angstrom": [[0.3534, -0.3856, -0.7075], [0.6627, -1.8683, 0.2507], [-1.0016, 1.0500, 1.0996], [0.9548, 0.5865, 0.0842], [-1.5852, -1.5328, -0.0041], [-0.0691, 2.6893, 1.9608], [0.2119, -0.4224, 0.2116], [-1.2062, 0.3205, 0.6159], [1.7740, 1.6660, 0.2973], [-0.5754, 1.1428, -0.9441], [-1.1815, 0.7447, -0.8570], [0.4102, 0.8605, 0.3650], [1.4710, -2.3069, -0.7264], [-0.2191, -2.5443, -1.6460]]}

---

{"formula": "C3H7N3S2", "method": "ωB97M-V with the def2-TZVPD basis set", "e_tot_ev": -29362.105, "e_above_lowest_kj_mol": 339.8, "smiles": "CN(/C=N\\S)/C=N\\S", "largest_force_ev_per_a": 3.0, "total_charge": 0, "multiplicity": 1, "lumo_energy_ev": 0.48, "homo_lumo_gap_ha": 0.321, "species": ["C", "C", "C", "H", "H", "H", "H", "H", "H", "H", "N", "N", "N", "S", "S"], "coordinates": [[-0.1794, 1.9764, -0.0829], [-0.7953, -0.2382, -0.9532], [0.7074, -0.1391, 1.0367], [0.3132, 2.3732, 0.8466], [0.5146, 2.3926, -0.7490], [-1.2712, 2.4105, -0.1514], [-0.9024, 0.2230, -1.9322], [-1.4886, -1.5350, 1.6311], [0.4887, 0.1059, 2.0977], [1.4237, -1.4616, -1.5351], [-0.1146, 0.5063, -0.0168], [-1.1540, -1.4655, -1.0282], [1.6107, -0.9829, 0.9265], [-1.4777, -2.3970, 0.3788], [2.3250, -1.7686, -0.4685]], "forces_ev_per_angstrom": [[-1.4450, 0.2737, 2.5842], [0.9844, -0.4757, -1.5241], [-1.6734, 1.2225, -0.3382], [-1.0040, -0.5030, -0.2621], [0.4505, 0.3573, -1.9311], [2.2900, -0.9584, -0.0331], [0.1633, 0.6727, 0.0246], [0.2458, -1.1170, -2.5419], [-0.1518, 0.4778, -0.8295], [1.0031, -0.2471, 1.3219], [0.1127, -0.6485, 1.2473], [-0.7582, 0.4886, 2.0096], [1.5853, -1.6476, -1.4652], [0.2056, 0.7688, 1.7161], [-2.0082, 1.3359, 0.0215]]}